(1)
DFT (the ωB97M-V functional and the def2-TZVPD basis) results for a molecular structure, C35H31IN7PdTe.

Last column: Mulliken spin population.
Cartesian coordinates (Å):
I  0.983656  -6.699577  0.162425  0.0002
Te  1.829846  -0.268322  1.285192  -0.0027
Pd  -0.303823  -0.570967  -0.331239  0.8506
N  -1.951580  -1.780200  1.013053  0.0467
N  -0.004501  1.578091  -1.570672  0.0202
N  0.035234  -3.508292  -2.383448  -0.0008
N  0.293690  2.562426  -0.690930  -0.0051
N  -0.047572  -2.822364  -1.229967  0.0168
N  -1.920991  0.847319  0.156055  0.6212
N  -3.233215  -1.697588  0.588570  -0.0120
C  3.281052  -2.313992  -0.499780  -0.0003
C  4.417585  -3.788242  1.563977  -0.0001
C  5.295248  1.674876  -0.611865  -0.0001
C  -3.258847  -3.195314  2.195945  0.0029
C  2.974584  -2.006658  0.823969  0.0041
C  4.742862  -4.077201  0.247990  0.0000
C  5.939089  2.281541  0.462700  -0.0002
C  -1.341923  4.595410  1.943815  0.0694
C  3.542764  -2.744966  1.855008  -0.0001
C  -4.854271  1.150039  -2.030014  -0.0634
C  5.383446  2.205452  1.730931  -0.0002
C  -1.967353  -2.678571  1.980179  0.0136
C  0.952271  1.629684  -2.480951  0.0177
C  -4.775316  -1.074475  -1.153886  -0.0437
C  0.244030  -3.716077  -0.296139  -0.0053
C  -2.497062  3.850414  2.177949  -0.0448
C  -0.436036  4.127584  1.002599  -0.0265
C  -3.670222  -0.757490  -0.385056  0.1119
C  -1.083426  5.871877  2.696476  -0.0033
C  -4.042605  -2.540168  1.289849  0.0091
C  1.428076  3.223416  -1.056269  0.0064
C  -0.613753  2.919374  0.346446  0.1007
C  -6.565037  -0.518351  -2.839342  -0.0074
C  0.497478  -4.979027  -0.853640  -0.0011
C  -3.095225  0.530439  -0.471408  0.0204
C  4.097468  0.997771  -0.421179  0.0019
C  -5.381721  -0.142057  -1.991322  0.1172
C  3.546890  0.916208  0.850260  -0.0051
C  -3.745409  1.479059  -1.285666  0.1360
C  -1.743640  2.136868  0.635440  -0.0805
C  4.190045  1.516162  1.928663  0.0001
C  4.172054  -3.339800  -0.785239  -0.0002
C  -2.698409  2.658026  1.521653  0.0994
C  1.879752  2.652922  -2.209365  0.0045
C  0.352693  -4.806086  -2.204877  0.0016
H  0.271711  -3.444325  0.740781  0.0046
H  3.770092  1.443165  2.925421  0.0001
H  -0.744269  5.645500  3.711120  0.0064
H  0.927811  0.939574  -3.311411  0.0021
H  -5.180932  -2.078076  -1.096174  -0.0008
H  1.848527  4.025434  -0.471181  0.0006
H  -1.991604  6.469292  2.781432  0.0036
H  2.760915  2.926702  -2.769288  0.0000
H  -3.582944  2.064590  1.717017  0.0009
H  6.874285  2.806567  0.309378  0.0000
H  -3.315867  2.471400  -1.349648  -0.0044
H  5.727815  1.722335  -1.606064  0.0000
H  -3.565347  -3.935057  2.918579  0.0008
H  -7.317179  0.272017  -2.835615  0.0056
H  0.419704  4.745483  0.763813  0.0008
H  -6.259050  -0.670621  -3.878056  0.0109
H  0.449244  -5.499058  -3.027011  0.0000
H  2.811589  -1.768902  -1.304561  -0.0022
H  -3.238944  4.210519  2.881628  -0.0001
H  4.421945  -3.565101  -1.816137  0.0000
H  -0.196087  -3.053576  -3.246399  -0.0003
H  3.306389  -2.507867  2.885969  0.0002
H  4.849481  -4.368737  2.370930  0.0000
H  -1.057466  -2.923540  2.509039  0.0018
H  5.880491  2.668586  2.576069  0.0000
H  -0.312913  6.475350  2.215321  -0.0003
H  -5.314890  1.899747  -2.664864  0.0003
H  5.443726  -4.874857  0.023292  0.0000
H  -5.108098  -2.573185  1.129058  -0.0006
H  -7.029394  -1.440085  -2.490543  0.0000
H  3.603389  0.537575  -1.268796  0.0004

Cartesian forces (eV/Å) of the 2 atoms listed first:
0.02 0.03 -0.02
0.74 -0.28 0.02

* charge: +1
* spin multiplicity: 3
* Kohn-Sham gap (alpha / beta): 8.272 / 5.486 eV



(2)
DFT (the ωB97M-V functional and the def2-TZVPD basis) results for a gas-phase ion, C2H6N3S (charge +1).

Last column: natural (NBO) charge in e.
Cartesian coordinates (Å):
S  -0.904110  -0.993843  0.502755  0.6907
N  -1.614724  0.158325  -0.480929  -0.7768
N  0.143180  1.559783  0.299754  -0.6873
N  1.675832  -1.748907  0.370934  -0.6554
C  -1.034462  1.431816  -0.208340  0.2762
C  0.659204  -1.049201  -0.070977  0.0289
H  -1.793298  2.107297  -0.515761  0.1922
H  2.562544  -1.491527  -0.018539  0.4333
H  -2.668305  0.247957  -0.480699  0.4508
H  0.436994  2.533782  0.270448  0.3920
H  1.707778  -1.958924  1.372766  0.4232
H  0.829367  -0.796557  -1.041412  0.2322

Cartesian forces (eV/Å) of the 2 atoms listed first:
-0.56 -1.41 1.34
0.03 1.20 0.38

* energy relative to the best compared isomer or geometry (same formula, charge and spin): 151.1 kJ/mol
* charge: +1
* Kohn-Sham gap: 9.488 eV



(3)
DFT (the ωB97M-V functional and the def2-TZVPD basis) results for a molecular structure, C44H42AuN3P2S.

Last column: Mulliken charge in e.
Cartesian coordinates (Å):
Au  -0.470637  0.105913  1.160801  2.2006
S  1.207237  -0.498386  5.281464  -0.2893
P  -2.185207  0.821304  -0.325451  0.2543
P  -0.845918  -1.570961  -1.187783  -0.2645
N  0.881436  -0.166025  2.769362  -0.2648
N  -1.920583  -0.266603  -1.563743  -0.1078
N  0.867814  1.006237  -0.270289  -0.3707
C  5.065065  1.140421  0.020839  -2.0106
C  4.828010  0.519868  3.804663  -0.4683
C  -1.778035  2.501110  -0.814948  0.8259
C  -2.032253  2.918113  -2.118951  -0.6616
C  -1.764744  -3.957158  -0.200785  -0.4552
C  -5.861483  1.935382  0.942879  -0.7245
C  -1.275810  3.397710  0.126030  -0.1454
C  4.502290  0.652066  2.439048  0.3039
C  -6.667271  0.880953  0.532702  -0.6327
C  -1.708340  -0.755541  2.490950  0.4287
C  2.582402  -0.028751  4.334290  1.0097
C  -4.503150  1.914731  0.676717  -1.2281
C  2.381055  -2.095901  -3.593940  -0.6277
C  -3.737871  -4.344607  -2.116867  -0.7458
C  -3.550589  -5.282734  -1.107776  -0.6074
C  1.572606  1.284343  -1.128901  0.2288
C  2.436983  1.648202  -2.244599  -0.4012
C  -6.116414  -0.200633  -0.141692  -0.8479
C  1.542659  -1.957181  -2.494407  -0.5057
C  0.180914  -1.727682  -2.674534  1.0182
C  -1.026921  4.711450  -0.239457  -0.8270
C  6.680099  -0.080289  1.465858  -1.7403
C  2.230363  0.106851  2.992867  -1.3438
C  0.248655  -0.500303  3.874499  0.8202
C  -2.950116  -1.286613  2.226544  -0.2169
C  -1.776884  4.232301  -2.479545  -0.7517
C  -3.671571  -1.888095  3.257187  -1.0801
C  0.503720  -1.762540  -5.063927  -0.7139
C  -1.275693  5.125909  -1.541618  -0.5712
C  -4.756329  -0.236704  -0.400283  -0.1905
C  6.223552  2.359920  1.847903  -1.7199
C  -0.333483  -1.629448  -3.968498  -0.5073
C  -3.148579  -1.960638  4.537701  -0.9563
C  -1.145910  -0.886660  3.768846  -0.0161
C  5.603068  1.013856  1.446076  2.1046
C  -2.563866  -5.091643  -0.153387  -0.7030
C  3.195142  0.440672  2.043562  0.6268
C  -3.944431  0.825204  0.004336  1.2045
C  1.626323  1.831520  -3.532571  -1.1464
C  3.893681  0.180975  4.754455  -1.4994
C  -1.875031  -1.476528  4.792649  -0.7388
C  -2.932999  -3.218793  -2.172518  -0.3277
C  1.862056  -1.994921  -4.875912  -0.5759
C  -1.939303  -3.016453  -1.213380  1.0230
H  -1.440165  -1.580566  5.779330  0.4613
H  2.513188  -2.106730  -5.732610  0.4280
H  -4.649026  -2.301624  3.046804  0.5096
H  -1.074742  3.072394  1.141595  0.4687
H  -4.503001  -4.498920  -2.866032  0.4572
H  1.946166  -2.040204  -1.490063  0.4123
H  7.462236  0.154459  0.742604  0.4418
H  -3.719995  -2.419502  5.332404  0.4201
H  -3.080382  -2.514435  -2.984935  0.1914
H  -1.976014  4.561428  -3.490754  0.4759
H  -6.746169  -1.017847  -0.466515  0.4787
H  6.256541  -1.053257  1.210045  0.3915
H  4.311969  1.930945  -0.045763  0.3378
H  -0.641082  5.411347  0.489354  0.4710
H  -1.002722  -3.799990  0.554702  0.3818
H  -2.426253  2.224021  -2.851797  0.3216
H  2.973418  2.556247  -1.964284  0.5795
H  -2.417331  -5.822880  0.630197  0.4706
H  5.848512  0.681699  4.123749  0.4834
H  4.633703  0.199138  -0.332237  0.4082
H  -1.082633  6.151881  -1.825191  0.4480
H  -3.377384  -1.261878  1.236977  0.4189
H  5.882048  1.402694  -0.651825  0.5189
H  1.135384  0.900787  -3.812311  0.1312
H  -4.337651  -1.095513  -0.913869  0.3217
H  5.473860  3.153471  1.845999  0.3845
H  -6.293393  2.781171  1.459985  0.4532
H  0.875854  2.610458  -3.409720  0.2938
H  -7.729645  0.904754  0.734888  0.4377
H  3.435521  -2.292368  -3.449491  0.5090
H  -2.644365  -0.354618  -2.267301  0.6039
H  7.151913  -0.164396  2.444648  0.3880
H  4.171270  0.074466  5.794230  0.4137
H  0.098574  -1.691199  -6.064559  0.4384
H  -1.389980  -1.452128  -4.131885  0.1501
H  2.909609  0.513177  1.008603  -0.0186
H  2.301581  2.123459  -4.333934  0.4382
H  6.670210  2.319557  2.840930  0.3817
H  3.174946  0.850616  -2.351636  0.3169
H  -3.886801  2.751444  0.980087  0.4360
H  7.011709  2.630332  1.143849  0.4541
H  -4.175185  -6.165107  -1.070740  0.4271

Cartesian forces (eV/Å) of the 2 atoms listed first:
-0.11 0.42 -0.09
-0.01 -0.02 -0.02

* energy relative to the best compared isomer or geometry (same formula, charge and spin): 0.0 kJ/mol
* charge: +2
* Kohn-Sham gap: 7.395 eV



(4)
DFT (the ωB97M-V functional and the def2-TZVPD basis) results for a single C8H15N3O5 molecule.

Last column: natural (NBO) charge in e.
Cartesian coordinates (Å):
O  -4.774992  -1.207124  0.179427  -0.7532
O  3.784513  1.837221  -0.345948  -0.6071
O  -3.918557  1.747003  0.836464  -0.6203
O  -4.463577  1.335653  -1.557136  -0.6330
O  -0.345194  -1.554439  -1.222676  -0.6373
N  4.895104  -0.094809  -1.151973  -0.8682
N  -1.380828  0.441563  -0.489326  -0.6354
N  0.815953  0.976947  1.105698  -0.9062
C  4.043862  0.606964  -0.162128  0.6923
C  3.409432  -0.354866  0.864394  -0.5191
C  -3.700504  1.250593  -0.389668  0.7711
C  2.018872  -0.896550  0.231744  -0.4441
C  -2.762305  -0.091018  -0.474017  -0.1390
C  -0.356833  -0.404871  -0.729836  0.6810
C  1.038328  0.151494  -0.163139  -0.1363
C  -3.350083  -1.071155  0.550457  -0.0842
H  4.041294  -1.240550  1.329392  0.2410
H  3.303783  0.335591  1.685363  0.2321
H  -1.006304  1.147757  0.153707  0.4443
H  -2.997634  -0.403662  -1.523452  0.2366
H  -2.851594  -2.027052  0.446308  0.1971
H  1.284735  1.941624  0.886480  0.4029
H  1.290749  0.969737  -1.025987  0.2232
H  -5.435108  -1.666712  0.974563  0.4908
H  -4.983275  2.073640  -1.066586  0.5041
H  1.356590  -1.595657  0.808792  0.2369
H  5.412067  0.527365  -1.782397  0.3995
H  2.162022  -1.398115  -0.730963  0.2527
H  5.553625  -1.085479  -0.756912  0.3990
H  1.250992  0.352794  1.941375  0.3786
H  -3.335125  -0.603887  1.577994  0.2001

Cartesian forces (eV/Å) of the 2 atoms listed first:
-1.69 -1.69 2.81
0.62 -4.52 1.20

* energy relative to the best compared isomer or geometry (same formula, charge and spin): 563.2 kJ/mol
* SMILES: NC(=O)CC[C@H](N)C(=O)N[C@@H](CO)C(=O)O
* Kohn-Sham gap: 9.602 eV